Molecular formula: C48H54BN15O3S6Ti
Method: DFT, ωB97M-V with the def2-TZVPD basis set

## Properties
* HOMO level: -7.0372 eV
* DFT total energy: -6172.29951 a.u.
* total charge: 0
* frontier orbital gap: 6.56 eV
* energy above the lowest of the compared OMol25 structures with the same formula, charge and spin: 47.2 kJ/mol

Last column: Löwdin charge in e.
Geometry (Å):
Ti (0.31, 1.30, -0.65)  0.77
C (3.68, -2.07, -1.01)  -0.06
C (3.74, -2.62, -2.43)  -0.54
C (4.41, -1.64, -3.40)  -0.04
C (4.55, -3.91, -2.42)  -0.06
N (2.35, -2.92, -2.88)  0.01
C (1.89, -4.19, -3.18)  -0.05
C (0.57, -4.10, -3.40)  -0.07
N (0.20, -2.78, -3.25)  0.02
B (-1.30, -2.49, -3.21)  -0.57
N (-1.96, -2.85, -1.85)  0.04
C (-3.33, -3.07, -1.84)  -0.07
C (-3.65, -3.73, -0.72)  -0.05
N (-2.48, -3.93, 0.00)  0.00
C (-1.43, -3.35, -0.69)  -0.67
S (0.17, -3.23, -0.17)  0.72
C (-2.36, -4.93, 1.11)  -0.55
C (-3.75, -5.47, 1.44)  -0.06
C (-1.79, -4.31, 2.38)  -0.06
C (-1.49, -6.09, 0.62)  -0.04
N (-1.78, -1.08, -3.73)  0.06
C (-2.09, -0.94, -5.07)  -0.04
C (-2.76, 0.21, -5.24)  -0.04
N (-2.86, 0.82, -4.00)  0.01
C (-2.23, 0.02, -3.09)  -0.64
S (-2.01, 0.37, -1.42)  0.78
C (-3.74, 2.01, -3.71)  -0.53
C (-4.89, 1.55, -2.82)  -0.03
C (-2.94, 3.15, -3.08)  -0.04
C (-4.31, 2.51, -5.03)  -0.05
C (1.30, -2.06, -2.94)  -0.66
S (1.37, -0.35, -2.84)  0.76
H (4.68, -1.78, -0.69)  0.10
H (3.30, -2.83, -0.33)  0.07
H (3.02, -1.21, -0.95)  0.00
H (5.45, -1.51, -3.10)  0.09
H (3.92, -0.67, -3.40)  0.03
H (4.39, -2.05, -4.41)  0.09
H (5.56, -3.67, -2.08)  0.09
H (4.64, -4.35, -3.41)  0.09
H (4.14, -4.65, -1.73)  0.09
H (2.54, -5.05, -3.20)  0.11
H (-0.15, -4.86, -3.65)  0.12
H (-1.79, -3.24, -4.02)  0.12
H (-3.95, -2.75, -2.65)  0.12
H (-4.61, -4.07, -0.37)  0.11
H (-4.43, -4.68, 1.76)  0.09
H (-3.64, -6.18, 2.26)  0.09
H (-4.19, -6.01, 0.60)  0.09
H (-2.50, -3.61, 2.82)  0.07
H (-0.85, -3.80, 2.19)  0.02
H (-1.63, -5.11, 3.11)  0.09
H (-1.93, -6.54, -0.27)  0.09
H (-1.43, -6.86, 1.39)  0.09
H (-0.48, -5.75, 0.39)  0.04
H (-1.82, -1.71, -5.78)  0.13
H (-3.16, 0.65, -6.14)  0.11
H (-4.53, 1.20, -1.86)  0.05
H (-5.46, 0.76, -3.31)  0.09
H (-5.56, 2.40, -2.64)  0.09
H (-2.56, 2.89, -2.10)  0.04
H (-3.61, 4.01, -2.97)  0.09
H (-2.11, 3.44, -3.72)  0.08
H (-4.95, 1.77, -5.51)  0.09
H (-3.53, 2.82, -5.72)  0.09
H (-4.93, 3.39, -4.81)  0.09
C (0.33, 2.75, -4.89)  -0.06
C (1.16, 3.87, -4.94)  -0.05
C (1.72, 4.32, -3.77)  0.00
C (1.45, 3.66, -2.56)  -0.29
N (0.70, 2.54, -2.51)  0.03
C (0.15, 2.13, -3.68)  -0.25
N (1.98, 4.26, -1.45)  0.18
C (1.50, 4.05, -0.28)  -0.29
N (0.50, 3.17, 0.14)  0.04
C (0.18, 3.53, 1.45)  -0.26
N (-0.68, 3.04, 2.25)  0.18
C (-1.31, 1.84, 2.07)  -0.31
C (-2.31, 1.52, 3.00)  0.00
C (-2.86, 0.26, 3.01)  -0.04
C (-2.35, -0.69, 2.14)  -0.06
C (-1.38, -0.31, 1.24)  -0.25
N (-0.93, 0.95, 1.13)  -0.02
C (1.03, 4.66, 1.87)  -0.11
C (1.09, 5.35, 3.07)  -0.01
C (2.09, 6.30, 3.20)  -0.06
C (2.98, 6.55, 2.15)  -0.06
C (2.90, 5.87, 0.95)  0.01
C (1.90, 4.92, 0.84)  -0.12
H (-0.14, 2.33, -5.77)  0.11
H (1.35, 4.37, -5.88)  0.11
H (2.36, 5.18, -3.73)  0.11
H (-0.44, 1.23, -3.62)  0.02
H (-2.59, 2.29, 3.71)  0.11
H (-3.63, 0.00, 3.72)  0.11
H (-2.69, -1.71, 2.14)  0.08
H (-0.93, -1.04, 0.58)  0.02
H (0.39, 5.14, 3.87)  0.11
H (2.18, 6.86, 4.12)  0.10
H (3.76, 7.29, 2.30)  0.10
H (3.58, 6.05, 0.13)  0.12
N (0.01, 1.18, 8.45)  0.10
C (0.82, 1.36, 7.34)  -0.32
C (2.09, 0.76, 7.29)  -0.03
C (2.88, 0.90, 6.16)  -0.05
C (2.41, 1.63, 5.08)  -0.30
C (1.14, 2.22, 5.11)  -0.05
C (0.36, 2.08, 6.24)  -0.02
S (3.40, 1.82, 3.65)  0.62
O (4.62, 1.08, 3.84)  -0.30
O (3.47, 3.20, 3.28)  -0.26
N (2.43, 1.04, 2.51)  -0.32
C (1.99, -0.24, 2.92)  -0.74
S (3.02, -1.63, 2.84)  1.07
C (1.73, -2.59, 3.41)  -0.39
C (0.64, -1.80, 3.65)  -0.24
N (0.79, -0.48, 3.35)  0.10
H (0.49, 0.95, 9.31)  0.09
H (-0.70, 1.88, 8.58)  0.09
H (2.45, 0.19, 8.14)  0.11
H (3.85, 0.44, 6.10)  0.12
H (0.77, 2.75, 4.25)  0.09
H (-0.63, 2.52, 6.26)  0.11
H (1.82, -3.65, 3.55)  0.07
H (-0.31, -2.16, 4.02)  0.10
O (3.46, 2.32, 0.49)  -0.43
S (3.09, 0.96, 0.80)  0.82
N (1.65, 0.58, 0.18)  -0.41

Molecular formula: C48H54N4O10P2Y
Method: DFT, ωB97M-V with the def2-TZVPD basis set

## Properties
* HOMO level: -5.7367 eV
* DFT total energy: -3554.51302 a.u.
* total charge: -1
* frontier orbital gap: 7.49 eV

Last column: Löwdin charge in e.
Geometry (Å):
Y (-0.56, -0.22, -0.09)  1.44
O (-0.32, 1.10, 1.61)  -0.30
C (0.39, 1.18, 2.76)  -0.49
C (1.71, 0.37, 2.58)  -0.06
C (2.54, 0.96, 1.47)  -0.24
C (3.77, 1.55, 1.74)  -0.03
C (4.44, 2.20, 0.73)  -0.06
C (3.86, 2.26, -0.52)  -0.03
C (2.64, 1.62, -0.74)  -0.23
C (2.00, 1.70, -2.10)  -0.05
C (0.52, 2.17, -2.11)  -0.46
O (-0.26, 1.20, -1.56)  -0.31
C (0.33, 3.51, -1.39)  -0.12
C (-0.88, 3.77, -0.76)  -0.01
C (-1.15, 5.01, -0.21)  -0.09
C (-0.19, 6.02, -0.26)  -0.11
C (1.03, 5.77, -0.87)  -0.09
C (1.28, 4.53, -1.44)  -0.03
C (0.07, 2.43, -3.57)  -0.12
C (-1.25, 2.14, -3.90)  -0.03
C (-1.73, 2.39, -5.17)  -0.09
C (-0.91, 2.92, -6.15)  -0.12
C (0.41, 3.22, -5.84)  -0.10
C (0.89, 2.99, -4.55)  -0.04
N (2.02, 0.94, 0.23)  0.17
C (0.67, 2.65, 3.14)  -0.11
C (1.75, 3.05, 3.92)  -0.05
C (1.91, 4.38, 4.29)  -0.09
C (0.97, 5.33, 3.89)  -0.10
C (-0.11, 4.93, 3.12)  -0.08
C (-0.26, 3.60, 2.75)  -0.01
C (-0.43, 0.63, 3.96)  -0.13
C (-1.81, 0.51, 3.80)  -0.02
C (-2.60, 0.13, 4.88)  -0.08
C (-2.04, -0.13, 6.12)  -0.12
C (-0.66, -0.03, 6.27)  -0.11
C (0.13, 0.35, 5.20)  -0.04
H (1.41, -0.65, 2.33)  0.09
H (2.32, 0.33, 3.49)  0.10
H (4.17, 1.52, 2.75)  0.10
H (5.40, 2.68, 0.91)  0.10
H (4.33, 2.80, -1.34)  0.11
H (1.99, 0.71, -2.55)  0.10
H (2.64, 2.32, -2.73)  0.09
H (-1.62, 2.97, -0.70)  0.12
H (-2.10, 5.19, 0.27)  0.11
H (-0.40, 6.99, 0.18)  0.09
H (1.79, 6.54, -0.91)  0.09
H (2.24, 4.36, -1.92)  0.10
H (-1.88, 1.69, -3.14)  0.12
H (-2.77, 2.15, -5.40)  0.11
H (-1.28, 3.11, -7.15)  0.09
H (1.07, 3.65, -6.58)  0.09
H (1.91, 3.26, -4.33)  0.10
H (2.48, 2.33, 4.26)  0.09
H (2.76, 4.68, 4.89)  0.09
H (1.09, 6.37, 4.18)  0.09
H (-0.84, 5.66, 2.79)  0.10
H (-1.08, 3.29, 2.13)  0.11
H (-2.23, 0.70, 2.83)  0.11
H (-3.67, 0.05, 4.73)  0.11
H (-2.66, -0.42, 6.95)  0.10
H (-0.21, -0.23, 7.23)  0.09
H (1.20, 0.46, 5.35)  0.10
O (-4.07, -1.62, 1.66)  -0.18
P (-4.10, -0.69, 0.35)  0.21
O (-5.28, 0.18, 0.34)  -0.29
O (-2.72, -0.04, 0.19)  -0.40
O (-4.16, -1.83, -0.82)  -0.25
P (-3.14, -3.07, -0.95)  0.21
O (-1.72, -2.32, -1.27)  -0.24
O (-3.53, -3.90, -2.11)  -0.29
O (-2.96, -3.67, 0.42)  -0.33
H (-3.72, -2.51, 1.38)  0.01
H (-1.76, -1.91, -2.17)  0.03
C (-0.25, -4.42, 0.18)  -0.01
N (1.10, -4.64, 0.80)  -0.16
C (1.01, -5.50, 2.00)  0.00
C (1.84, -3.34, 1.09)  -0.11
C (2.20, -2.73, -0.23)  -0.29
C (3.36, -3.24, -0.84)  -0.09
C (3.63, -2.95, -2.16)  -0.11
C (2.71, -2.18, -2.86)  -0.10
C (1.59, -1.66, -2.22)  -0.15
C (1.29, -1.86, -0.85)  -0.14
H (-0.61, -5.38, -0.19)  0.11
H (-0.16, -3.69, -0.61)  0.07
H (-0.93, -4.03, 0.93)  0.05
H (1.68, -5.10, 0.10)  0.17
H (0.45, -4.95, 2.76)  0.09
H (2.00, -5.73, 2.37)  0.10
H (0.47, -6.41, 1.75)  0.10
H (2.71, -3.62, 1.70)  0.12
H (1.15, -2.73, 1.67)  0.07
H (4.05, -3.86, -0.27)  0.10
H (4.53, -3.32, -2.64)  0.09
H (2.87, -1.96, -3.91)  0.10
H (0.91, -1.07, -2.82)  0.07
C (-1.66, -3.37, 4.93)  -0.07
C (-2.41, -2.99, 3.65)  -0.19
C (-1.53, -2.36, 2.67)  -0.17
N (-0.85, -1.86, 1.90)  0.19
H (-2.34, -3.85, 5.62)  0.08
H (-1.25, -2.48, 5.41)  0.05
H (-0.84, -4.06, 4.72)  0.06
H (-3.21, -2.27, 3.85)  0.10
H (-2.86, -3.85, 3.15)  0.13
C (-2.15, -3.29, -5.12)  -0.02
N (-1.47, -2.10, -5.61)  -0.18
C (-0.98, -2.11, -6.96)  -0.06
C (-1.27, -1.04, -4.81)  -0.30
O (-1.63, -0.93, -3.65)  0.01
H (-2.80, -3.68, -5.90)  0.09
H (-2.74, -3.07, -4.23)  0.06
H (-1.43, -4.06, -4.84)  0.10
H (-1.80, -2.24, -7.67)  0.09
H (-0.26, -2.92, -7.11)  0.09
H (-0.48, -1.16, -7.18)  0.08
H (-0.74, -0.21, -5.31)  0.13

Number 2 is which compound? C48H54N4O10P2Y

Which of these has the lowest HOMO level? C48H54BN15O3S6Ti

Among the records above, which one has the highest frontier orbital gap? C48H54N4O10P2Y

The highest frontier orbital gap belongs to which entry? C48H54N4O10P2Y